No. 1
Here is a structure of composition C21H34CoO11 at a distorted geometry from the OMol25 dataset. Energies are from wB97M-V/def2-TZVPD.

```
67
Properties=species:S:1:pos:R:3:forces:R:3
Co 0.413035 0.311905 -0.366474 0.08 -0.59 0.45
O 1.688968 -0.161755 1.159609 2.30 -0.09 2.17
C 2.584351 -0.062121 2.022191 -1.53 1.29 -1.35
O 3.728820 -0.715989 1.924852 -1.44 -0.35 -0.90
C 4.681012 -0.241225 2.859820 0.04 1.47 1.16
C 4.065000 1.165407 3.321109 3.06 -0.45 -0.16
C 2.645604 0.894602 3.241234 -2.05 -1.08 -0.70
H 5.629570 -0.289020 2.324982 0.01 0.46 0.39
H 4.687469 -0.908873 3.721387 0.16 -0.11 -0.05
H 4.296893 1.981517 2.636786 0.36 -0.19 -0.27
H 4.413102 1.507951 4.295573 0.05 -0.36 0.03
H 2.055744 1.808981 3.177316 -0.35 -0.41 -0.33
H 2.286433 0.292022 4.075495 -0.12 0.03 0.26
O -1.196211 0.677252 -1.598857 -1.67 0.41 -0.90
C -2.365696 0.704012 -1.998647 1.56 -0.46 0.34
O -3.261752 -0.181412 -1.549107 1.50 0.27 0.06
C -4.520228 -0.036389 -2.171902 -1.21 0.91 -0.89
C -4.403598 1.233810 -3.060597 -0.95 0.42 -0.33
C -2.931140 1.657097 -3.041354 -0.72 -0.89 0.77
H -5.267661 0.087260 -1.388225 0.09 0.02 -0.01
H -4.805106 -0.913393 -2.753104 0.46 -0.15 0.11
H -5.099251 1.993832 -2.704887 0.35 0.16 0.36
H -4.749495 1.111065 -4.086945 0.13 -0.55 0.06
H -2.765359 2.685324 -2.719836 0.12 -0.08 -0.17
H -2.486390 1.462734 -4.017321 0.36 0.14 0.22
O 0.007006 2.177600 0.504464 0.11 1.90 1.32
C -0.238727 3.242157 1.094992 -0.44 -1.10 -1.02
O -0.371520 3.343526 2.407633 0.65 -1.38 -0.48
C -0.935352 4.599342 2.781220 0.10 0.95 0.33
C -1.544812 5.158873 1.510303 -0.33 0.56 0.51
C -0.677485 4.528348 0.410554 -1.06 -0.57 0.56
H -0.133393 5.259237 3.112107 0.12 -0.17 0.21
H -1.617762 4.423482 3.612778 0.01 -0.01 -0.20
H -1.578221 6.246278 1.577643 0.35 -0.01 -0.34
H -2.596052 4.878517 1.444143 0.08 -0.35 -0.26
H 0.149259 5.143819 0.055903 -0.11 -0.15 -0.12
H -1.356806 4.157472 -0.356963 0.53 0.44 -0.61
O 0.972198 -1.566683 -1.016867 1.33 -2.00 -1.51
C 1.561629 -2.451906 -1.668507 -1.51 0.79 0.41
O 2.509870 -2.200555 -2.535348 1.27 0.06 -0.75
C 3.040894 -3.424931 -3.168708 -0.83 -1.45 -0.12
C 2.037627 -4.544959 -2.826719 -0.22 0.43 0.23
C 1.196942 -3.912717 -1.718997 -0.02 -0.19 0.42
H 4.028859 -3.719939 -2.815178 0.02 0.87 0.17
H 3.004752 -3.436171 -4.258054 0.46 1.33 0.14
H 2.541177 -5.455004 -2.500588 -0.08 0.12 -0.02
H 1.447536 -4.782408 -3.711875 -0.07 -0.03 0.18
H 1.476267 -4.373062 -0.771281 -0.52 0.11 0.23
H 0.121631 -3.932623 -1.896253 0.02 -0.34 0.32
O -0.970706 -0.647405 0.813468 -1.59 -0.81 0.57
C -1.640588 -1.629565 1.128154 2.75 0.24 -0.72
O -1.254153 -2.856970 0.719200 0.25 1.78 -1.18
C -2.026172 -3.844182 1.347399 -1.12 0.13 1.07
C -3.309410 -3.102030 1.796431 0.62 -1.33 0.43
C -2.790082 -1.695696 2.046168 -1.17 0.08 -0.06
H -1.417143 -4.101912 2.213862 -0.30 -0.77 0.04
H -2.291235 -4.681630 0.702013 0.60 0.09 -0.05
H -3.602679 -3.658140 2.686845 -0.64 0.46 0.01
H -4.060213 -3.199111 1.012235 -0.08 0.31 0.17
H -2.498689 -1.530076 3.083363 0.34 -0.08 -0.03
H -3.476917 -0.883324 1.808644 -0.09 -0.10 -0.04
C 3.113940 0.875580 -1.998045 2.38 0.25 0.49
O 1.779310 1.121436 -1.658336 -0.92 0.32 -0.24
H 3.350635 0.755147 -3.055201 -0.70 -0.48 -0.05
H 3.762332 1.699500 -1.699955 -0.24 0.48 0.16
H 3.510905 0.064149 -1.388053 -0.50 -0.34 -0.36
H 1.451236 1.891938 -2.127692 -0.04 0.15 -0.10
```
Forces are in eV/Å.

energy above the lowest of the compared OMol25 structures with the same formula, charge and spin: 149.1 kJ/mol
spin multiplicity: 4
E: -82466.35303 eV
charge: +2
E_LUMO (spin up / spin down): -0.156 / -0.164 hartree
orbital gap (spin up / spin down): 11.445 / 10.779 eV
molar mass: 521.4 g/mol

Population analysis type Mulliken, resulting atomic charges in e: Co 3.55; O -0.58; C 0.32; O -0.34; C -0.49; C -0.66; C -0.08; H 0.35; H 0.28; H 0.29; H 0.38; H 0.04; H 0.35; O -0.94; C 0.10; O -0.20; C -0.48; C -0.62; C -0.23; H 0.32; H 0.29; H 0.28; H 0.33; H 0.22; H 0.31; O -0.83; C 0.30; O -0.34; C -0.46; C -0.71; C 0.02; H 0.30; H 0.35; H 0.37; H 0.27; H 0.39; H -0.01; O -0.59; C 0.15; O -0.34; C -0.44; C -0.64; C -0.07; H 0.30; H 0.30; H 0.32; H 0.29; H 0.22; H 0.24; O -0.38; C 0.12; O -0.15; C -0.59; C -0.62; C -0.43; H 0.33; H 0.36; H 0.33; H 0.30; H 0.30; H 0.30; C -0.82; O -0.46; H 0.37; H 0.34; H 0.24; H 0.27



No. 2
Here is a structure of composition C21H34EuP at a distorted geometry from the OMol25 dataset. Energies are from wB97M-V/def2-TZVPD.

```
57
Properties=species:S:1:pos:R:3:forces:R:3
C 0.088730 -2.971034 1.116605 -0.09 -0.60 -0.28
H 0.401608 -3.353764 2.095316 -0.13 0.26 -0.14
H -0.924396 -3.343317 0.923455 0.05 -0.04 0.07
H 0.038602 -1.878780 1.182969 0.15 0.21 0.43
C 1.056267 -3.423145 0.017701 0.20 0.05 0.29
H 0.737768 -3.002699 -0.945078 -0.03 0.00 -0.27
H 2.054424 -3.012861 0.218412 -0.15 -0.03 -0.04
C 1.145326 -4.948522 -0.096555 -0.12 -0.01 -0.06
H 1.841001 -5.252206 -0.886257 -0.14 0.11 0.17
H 1.490632 -5.391991 0.844950 -0.05 0.15 -0.17
H 0.164673 -5.381772 -0.326832 0.16 0.06 0.04
C -1.659156 1.200981 -1.693196 -3.46 2.24 -3.06
C -1.440558 0.120728 -2.641780 -1.90 0.83 -0.99
C -2.121552 -0.985033 -2.135202 -1.73 0.01 -1.29
C -2.886059 -0.574459 -0.964826 -1.70 -0.02 -1.16
C -2.679678 0.786130 -0.744025 -1.20 0.70 -1.64
C -3.368087 1.671897 0.237660 0.17 0.04 0.46
C -3.807992 -1.476538 -0.213487 0.12 -0.16 0.38
C -2.170016 -2.356569 -2.722786 0.27 -0.27 0.05
C -0.660946 0.217781 -3.908859 0.53 -0.18 0.08
C -1.236362 2.616628 -1.913233 0.42 0.20 0.19
Eu -0.637931 -0.205596 -0.534730 7.99 -4.31 6.45
H -4.066054 -1.069451 0.762992 -0.07 0.02 -0.02
H -4.740363 -1.631392 -0.762145 0.08 0.06 -0.06
H -3.371161 -2.462001 -0.048330 -0.02 -0.10 -0.03
H -3.752202 1.112246 1.089286 -0.07 -0.01 0.00
H -2.700457 2.436700 0.631427 -0.06 0.14 -0.04
H -4.215554 2.186129 -0.224298 0.11 -0.08 -0.09
H -0.259224 2.676792 -2.390343 0.05 0.08 -0.07
H -1.951289 3.133269 -2.558570 0.02 -0.05 0.03
H -1.177677 3.170609 -0.977462 -0.02 0.13 0.04
H -0.282188 -0.752669 -4.226958 -0.05 -0.02 -0.05
H -1.278810 0.609703 -4.721370 -0.05 0.02 0.16
H 0.198106 0.879282 -3.806715 0.05 0.13 -0.07
H -2.125074 -3.131425 -1.956543 -0.05 -0.08 0.05
H -3.097983 -2.513996 -3.278352 0.01 0.09 0.06
H -1.343729 -2.532076 -3.409726 -0.03 0.01 -0.05
C 1.918339 0.005168 2.863449 0.14 -2.08 0.36
P 1.137292 0.770909 1.395846 2.71 -0.35 1.73
C -0.322969 1.294194 2.321637 -0.55 1.51 -0.46
C 2.515625 1.957622 1.344713 -0.02 1.81 -0.54
C 2.470171 3.104608 2.159112 0.49 -0.05 -0.34
C 3.548344 3.992572 2.205967 -0.07 -0.43 -0.16
C 4.686483 3.751269 1.436665 -0.31 -0.35 -0.11
C 4.744857 2.621096 0.614802 -0.52 -0.05 0.41
C 3.665044 1.722872 0.567338 -0.14 0.48 0.23
H 1.219680 -0.738087 3.299057 0.45 0.23 -0.04
H 2.169166 0.755072 3.642736 -0.24 -0.27 -0.73
H 2.842329 -0.532410 2.559582 -0.51 0.38 0.32
H -0.046307 1.734936 3.299296 -0.33 -0.36 -0.46
H -0.819560 2.074338 1.717650 -0.29 -0.15 0.51
H -1.000971 0.428880 2.459292 0.27 0.33 0.10
H 1.609505 3.305533 2.779763 -0.14 0.06 0.04
H 3.504075 4.862906 2.849695 -0.04 -0.06 -0.05
H 5.523486 4.438246 1.483836 -0.06 -0.08 -0.05
H 5.635032 2.438728 0.025358 -0.10 -0.08 0.00
H 3.737738 0.843969 -0.058912 -0.01 -0.07 -0.10
```
Forces are in eV/Å.

spin multiplicity: 7
E: -50928.24993 eV
charge: +2
E_LUMO (spin up / spin down): -0.312 / -0.258 hartree
orbital gap (spin up / spin down): 6.068 / 7.533 eV
molar mass: 469.4 g/mol

Population analysis type Mulliken, resulting atomic charges in e: C -0.32; H 0.43; H 0.25; H -0.35; C 0.00; H 0.16; H 0.28; C -1.38; H 0.37; H 0.36; H 0.33; C 0.36; C 0.57; C 0.62; C 0.68; C 0.55; C -1.39; C -1.57; C -1.50; C -1.53; C -1.49; Eu 0.56; H 0.41; H 0.37; H 0.32; H 0.40; H 0.35; H 0.34; H 0.40; H 0.36; H 0.36; H 0.40; H 0.35; H 0.35; H 0.34; H 0.36; H 0.41; C -1.36; P 0.63; C -1.32; C 0.82; C -0.53; C -0.67; C -0.52; C -0.66; C -0.50; H 0.41; H 0.51; H 0.39; H 0.60; H 0.36; H 0.43; H 0.26; H 0.42; H 0.42; H 0.41; H 0.37



No. 3
Here is the ion C21H34NO3 with charge +1 at a distorted geometry from the OMol25 dataset. Energies are from wB97M-V/def2-TZVPD.

```
59
Properties=species:S:1:pos:R:3:forces:R:3
C -3.820172 -3.096278 -0.191286 -0.07 0.27 -0.02
C -4.390678 -1.699869 -0.454561 -0.11 -0.17 -0.09
C -4.548529 -1.525464 -1.971827 0.02 -0.03 0.19
C -5.764287 -1.607914 0.224112 0.15 -0.03 -0.07
C -3.503971 -0.591157 0.087347 0.07 -0.07 -0.01
C -3.877376 0.739292 -0.094340 0.02 0.03 -0.01
C -3.109159 1.779399 0.388995 0.03 -0.04 0.02
C -1.931030 1.531603 1.082048 0.01 -0.05 0.17
C -1.073160 2.661601 1.578524 0.05 0.11 -0.14
C -0.334603 3.358746 0.427460 0.33 -0.37 -0.06
C 0.410829 2.343689 -0.437051 -0.83 0.10 0.01
O 1.185321 2.907688 -1.459691 -0.08 -0.02 -0.18
C 2.483133 3.060116 -0.945331 0.29 -0.09 0.33
C 2.627484 1.788876 -0.082882 0.32 0.01 -0.37
C 3.146459 0.625306 -0.960845 -0.12 1.02 -0.03
N 2.936536 -0.750422 -0.410839 0.13 0.13 -0.07
C 1.532606 -1.154152 -0.637380 -1.00 -0.25 -0.03
C 3.263800 -0.781471 1.042848 0.24 -0.36 0.89
C 3.334021 -2.210221 1.596233 -0.11 0.20 0.00
O 4.250633 -2.989725 0.874310 0.15 -0.01 0.06
C 3.890713 -3.075956 -0.478233 -0.09 0.12 -0.22
C 3.863183 -1.682723 -1.118446 0.56 -0.84 -0.15
O 1.316021 1.568460 0.365994 -0.06 0.05 0.24
C -1.555517 0.210752 1.271253 0.02 0.14 0.04
C -2.325475 -0.831894 0.782320 -0.05 -0.08 -0.07
H -3.724017 -3.286419 0.875022 0.06 -0.07 0.12
H -2.850113 -3.222557 -0.668755 0.13 -0.06 -0.02
H -4.494358 -3.843671 -0.602719 -0.05 -0.07 -0.04
H -3.577556 -1.565773 -2.462651 0.08 0.00 -0.08
H -5.015545 -0.576307 -2.217258 -0.05 0.11 -0.07
H -5.170262 -2.321415 -2.374305 -0.09 -0.09 -0.07
H -5.659495 -1.708023 1.302293 -0.03 -0.01 0.12
H -6.247040 -0.657585 0.015705 -0.09 0.11 -0.01
H -6.411757 -2.404203 -0.134960 -0.10 -0.09 -0.04
H -4.790539 0.975782 -0.617662 -0.13 0.00 -0.07
H -3.434324 2.798129 0.236780 -0.06 0.15 -0.02
H -0.340605 2.277163 2.290057 -0.06 0.06 0.04
H -1.690226 3.402459 2.088830 0.05 -0.02 0.08
H 0.369430 4.088343 0.829699 0.03 0.09 -0.05
H -1.038845 3.877990 -0.222393 -0.01 0.04 -0.04
H -0.315495 1.666455 -0.909895 0.22 0.09 0.08
H 3.179246 3.124502 -1.779604 0.05 0.02 0.03
H 2.569648 3.955765 -0.319509 0.05 -0.08 -0.05
H 3.277555 1.947898 0.781737 -0.04 -0.02 -0.10
H 4.215587 0.786347 -1.111356 -0.02 -0.20 0.02
H 2.643073 0.673825 -1.929330 0.06 -0.15 0.03
H 0.867648 -0.454062 -0.133405 0.16 -0.07 -0.05
H 1.349869 -2.152010 -0.250082 0.13 0.02 -0.02
H 1.314907 -1.149820 -1.703809 0.15 0.03 -0.02
H 2.511413 -0.206854 1.582887 0.02 0.03 -0.12
H 4.244318 -0.317210 1.170787 -0.08 0.04 -0.11
H 3.704810 -2.173950 2.622155 -0.15 0.11 -0.08
H 2.342582 -2.683718 1.605285 0.07 0.03 0.03
H 4.663284 -3.674361 -0.964636 -0.14 0.11 -0.09
H 2.928665 -3.593558 -0.595656 0.10 0.01 0.00
H 3.573121 -1.750033 -2.167462 -0.07 0.14 0.05
H 4.872859 -1.271059 -1.052365 -0.16 0.11 0.02
H -0.652931 -0.007428 1.827966 0.09 -0.01 0.08
H -1.995025 -1.842050 0.965236 -0.02 -0.15 0.01
```
Forces are in eV/Å.

energy above the lowest of the compared OMol25 structures with the same formula, charge and spin: 114.2 kJ/mol
E: -29954.93245 eV
charge: +1
E_LUMO: -0.085 hartree
SMILES string: CC(C)(C)c1ccc(CC[C@H]2OC[C@H](C[N+]3(C)CCOCC3)O2)cc1
orbital gap: 8.805 eV
molar mass: 348.5 g/mol

Population analysis type Mulliken, resulting atomic charges in e: C -2.04; C 1.97; C -1.60; C -1.64; C 0.65; C -0.62; C -0.93; C 0.21; C -1.33; C -0.65; C 0.19; O -0.48; C -0.84; C 0.38; C -1.18; N 0.41; C -0.75; C -0.40; C -0.69; O -0.39; C -0.60; C -0.45; O -0.23; C -0.61; C -0.14; H 0.42; H 0.39; H 0.43; H 0.36; H 0.33; H 0.46; H 0.38; H 0.34; H 0.46; H 0.38; H 0.46; H 0.30; H 0.53; H 0.28; H 0.38; H 0.24; H 0.45; H 0.31; H 0.48; H 0.34; H 0.42; H -0.04; H 0.49; H 0.36; H 0.30; H 0.38; H 0.42; H 0.35; H 0.42; H 0.33; H 0.45; H 0.41; H 0.30; H 0.46